Record 1
A 2-piece molecular cluster, C3H9NO overall in a non-equilibrium geometry. Source: the Open Molecules 2025 dataset; level of theory: ωB97M-V with the def2-TZVPD basis set.

CARTESIAN COORDINATES (ANGSTROEM)
O: 1.271 -0.886 1.952
C: 0.434 -1.741 1.689
H: -0.584 -1.523 1.495
H: 0.767 -2.624 1.150
C: -0.873 0.694 -2.273
N: -0.899 0.483 -0.757
C: 0.144 1.322 -0.124
H: -1.164 1.742 -2.286
H: 0.000 0.220 -2.912
H: -1.736 0.295 -2.839
H: -0.538 -0.466 -0.772
H: 1.087 0.879 -0.398
H: 0.039 1.180 0.953
H: 0.023 2.352 -0.460

The frontier orbital gap is 9.497 eV. The charge is 0. Its SMILES is C=O.CNC. The calculation puts the highest occupied orbital energy at -0.3381 Eh. Its molar mass is 75.11 g/mol.

---

Record 2
A single C7H13NO4S2 molecule in a non-equilibrium geometry. Source: the Open Molecules 2025 dataset; level of theory: ωB97M-V with the def2-TZVPD basis set.

CARTESIAN COORDINATES (ANGSTROEM)
C: -1.239 0.549 -0.632
C: 0.451 0.758 -2.465
C: -0.609 -0.646 0.025
C: -1.540 -1.725 0.480
C: -0.344 -0.687 3.486
C: 1.649 1.115 -4.498
C: 0.093 0.460 2.537
N: -0.742 1.049 -1.770
O: -2.191 1.057 -0.055
O: 1.548 0.664 0.309
O: 1.394 -1.623 1.375
O: 0.577 1.510 -3.625
S: 0.264 -1.101 -2.724
S: 0.802 -0.294 1.030
H: 1.369 0.690 -1.751
H: -0.995 -2.568 0.956
H: -1.922 -2.317 -0.457
H: -2.465 -1.281 1.055
H: 0.431 -1.351 3.820
H: -0.732 -0.256 4.478
H: -0.949 -1.273 2.945
H: 2.323 0.608 -3.832
H: 1.934 2.035 -4.866
H: 1.321 0.478 -5.266
H: 0.829 1.009 2.912
H: -0.707 1.240 2.133
H: -1.239 1.909 -1.994

The frontier orbital gap (spin up / spin down) is 6.224 / 6.225 eV. The charge is 0. The calculation puts the highest occupied orbital energy (spin up / spin down) at -0.3273 / -0.3274 Eh. Its molar mass is 239.32 g/mol.

---

> What is the formula in the first record?

C3H9NO

---

> Number 2 is which compound?

C7H13NO4S2